No. 1
Formula: C23H35N3O5S
Source: the Open Molecules 2025 dataset
Level of theory: wB97M-V/def2-TZVPD

Output
F_max, eV/A: 1.04
Highest occupied orbital energy, Ha: -0.334
Energy above the lowest of the compared OMol25 structures with the same formula, charge and spin, kcal/mol: 6.5
Structure (SMILES): Cc1ccc(S(=O)(=O)N2CCC(C(=O)N[C@H](C(=O)NC[C@@H]3CCCO3)C(C)C)CC2)cc1
HOMO-LUMO gap, eV: 9.51

Positions of all 67 atoms, in Å:
C 4.094219 5.323982 -0.373817
C 3.580277 3.940504 -0.123274
C 4.431462 2.955119 0.371287
C 3.961736 1.680054 0.626076
C 2.632058 1.389173 0.387330
S 2.061685 -0.271561 0.696652
O 0.626468 -0.255491 0.877284
O 2.828844 -0.856598 1.755199
N 2.548486 -1.039092 -0.724158
C 1.824521 -0.653247 -1.917098
C 0.375273 -1.138512 -1.902555
C 0.255396 -2.625481 -1.519818
C -1.185248 -2.904955 -1.077871
O -1.931694 -3.647253 -1.682588
N -1.541748 -2.223996 0.029545
C -2.833204 -2.349743 0.663771
C -3.506849 -0.975989 0.780380
O -4.261654 -0.675007 1.680725
N -3.206258 -0.141188 -0.238428
C -3.445425 1.277491 -0.172881
C -2.101234 2.016716 -0.047762
C -2.265411 3.536236 0.027295
C -2.329489 3.933864 -1.450088
C -1.571646 2.798898 -2.161195
O -1.296882 1.794702 -1.197321
C -2.738888 -3.028629 2.044368
C -2.254002 -4.467170 1.893723
C -1.835937 -2.244592 2.995492
C 1.220938 -3.072627 -0.408410
C 2.616463 -2.482491 -0.589464
C 1.767299 2.347898 -0.103785
C 2.246921 3.622106 -0.357207
H 5.100706 5.293872 -0.784611
H 4.133902 5.878151 0.564120
H 3.446836 5.864409 -1.059526
H 5.468193 3.193725 0.557335
H 4.599993 0.904345 1.017069
H 2.368981 -1.070900 -2.770319
H 1.853259 0.436160 -1.988994
H -0.168036 -0.513164 -1.196032
H -0.066353 -0.987830 -2.889703
H 0.450307 -3.232689 -2.410078
H -0.875428 -1.607246 0.480229
H -3.444056 -2.976117 -0.000534
H -2.521136 -0.437893 -0.918437
H -4.066844 1.462131 0.705703
H -3.974784 1.605852 -1.072418
H -1.549551 1.597790 0.800656
H -1.389843 3.975961 0.505635
H -3.154053 3.826276 0.581523
H -3.362907 3.976594 -1.791802
H -1.869948 4.902295 -1.635276
H -0.609769 3.128784 -2.566071
H -2.161420 2.374335 -2.982415
H -3.752331 -3.028409 2.457079
H -2.899989 -5.023977 1.219140
H -2.248601 -4.966063 2.859811
H -1.243459 -4.488233 1.490823
H -1.819784 -2.728712 3.969196
H -0.813237 -2.190987 2.628086
H -2.212496 -1.233516 3.124813
H 0.861492 -2.747502 0.568484
H 1.274159 -4.163082 -0.401305
H 3.108298 -2.879057 -1.482336
H 3.233980 -2.692505 0.284642
H 0.736549 2.085936 -0.283201
H 1.578292 4.378859 -0.741447

Cartesian forces (eV/Å) of the 2 atoms listed first:
C 0.0 0.0 0.1
C -0.1 -0.1 0.0

Mulliken population analysis, charges in e, atoms 1 to 6: -1.5261, 0.7270, -0.7830, -0.8674, -0.5242, 1.4991

=====

No. 2
Formula: C23H35N5OS
Source: the Open Molecules 2025 dataset
Level of theory: wB97M-V/def2-TZVPD

Output
F_max, eV/A: 0.87
Highest occupied orbital energy, Ha: -0.284
Energy above the lowest of the compared OMol25 structures with the same formula, charge and spin, kcal/mol: 2.0
Structure (SMILES): CCCN(CCC)CCCNC(=S)Nc1ccc2nc3n(c(=O)c2c1)CCCCC3
HOMO-LUMO gap, eV: 8.11

Positions of all 65 atoms, in Å:
C 0.010947 -4.483474 -0.308076
C 0.201458 -3.539479 0.874098
C 0.627196 -2.115670 0.457092
N 2.044148 -1.798114 0.546611
C 2.510020 -1.642650 1.920784
C 2.452976 -0.178696 2.365227
C 2.853972 -0.023721 3.826388
C 2.906355 -2.625375 -0.288041
C 4.182209 -1.882545 -0.702272
C 3.893061 -0.762097 -1.700213
N 2.980438 0.198746 -1.132088
C 3.258059 1.499962 -1.006526
S 4.645380 2.223891 -1.554462
N 2.348984 2.296482 -0.359935
C 1.033275 2.048057 0.000489
C 0.483146 2.812564 1.047588
C -0.809505 2.627182 1.463600
C -1.615515 1.660462 0.846479
N -2.899165 1.472059 1.271020
C -3.633212 0.596847 0.681796
N -3.206286 -0.190499 -0.353339
C -1.909741 -0.093557 -0.860620
O -1.531503 -0.826090 -1.758160
C -1.079543 0.913323 -0.214111
C 0.230915 1.118551 -0.642440
C -4.082817 -1.163285 -0.981070
C -5.217729 -0.513341 -1.771865
C -6.410871 -0.121547 -0.905273
C -6.076480 0.932791 0.145664
C -5.041143 0.458142 1.172979
H -0.682610 -4.049940 -1.025302
H -0.394805 -5.434574 0.031403
H 0.951840 -4.680029 -0.814914
H -0.743399 -3.473004 1.417976
H 0.940691 -3.959659 1.559906
H 0.112858 -1.387034 1.090230
H 0.304972 -1.936929 -0.572014
H 1.908061 -2.246317 2.613182
H 3.541175 -1.995032 1.998786
H 1.440130 0.204202 2.221480
H 3.124304 0.412280 1.740098
H 2.184106 -0.590268 4.469894
H 2.811489 1.021198 4.122973
H 3.867976 -0.384639 3.984922
H 3.182623 -3.566144 0.214227
H 2.347587 -2.876099 -1.192081
H 4.673532 -1.460085 0.175078
H 4.869338 -2.592656 -1.164283
H 4.814380 -0.243921 -1.980856
H 3.440827 -1.183510 -2.606134
H 2.297614 -0.236591 -0.505208
H 2.710042 3.216434 -0.143658
H 1.103135 3.556308 1.527589
H -1.230000 3.211777 2.265979
H 0.577041 0.559718 -1.496282
H -4.481544 -1.843514 -0.223557
H -3.441783 -1.732533 -1.660014
H -5.553917 -1.223361 -2.529587
H -4.828372 0.364821 -2.291293
H -7.202293 0.264278 -1.551348
H -6.799867 -1.013993 -0.407828
H -6.993425 1.193026 0.677734
H -5.708692 1.839119 -0.339519
H -5.107823 1.078018 2.067285
H -5.248944 -0.576173 1.455627

Cartesian forces (eV/Å) of the 2 atoms listed first:
C 0.0 0.0 0.2
C 0.0 0.1 -0.2

Mulliken population analysis, charges in e, atoms 1 to 6: -1.2883, -0.6706, -0.9007, 0.9358, -1.5153, 0.9617

=====

No. 3
Formula: C23H35OTc
Source: the Open Molecules 2025 dataset
Level of theory: wB97M-V/def2-TZVPD

Output
Multiplicity: 4
F_max, eV/A: 4.52
Highest occupied orbital energy (spin up / spin down), Ha: -0.384 / -0.400
Net charge: +1
Energy above the lowest of the compared OMol25 structures with the same formula, charge and spin, kcal/mol: 80.9
HOMO-LUMO gap (spin up / spin down), eV: 7.43 / 7.21

Positions of all 60 atoms, in Å:
C 1.137739 -2.015843 1.144945
C 1.654560 -1.310856 0.007309
C 0.721502 -1.462884 -1.075244
C -0.371350 -2.279629 -0.616107
C -0.122435 -2.605453 0.773262
Tc -0.348726 -0.515690 0.568964
C -3.600308 0.965091 -0.531424
C -3.201485 0.505703 0.663306
H -3.350740 1.053496 1.635017
C -2.388362 -0.747557 0.865090
H -2.894936 -1.620821 0.416229
H -2.395709 -0.928618 1.961280
C -4.060219 2.381568 -0.665151
H -3.469632 2.990398 0.040748
H -3.831505 2.751688 -1.677713
H -5.156563 2.497109 -0.506023
C -3.379291 0.190405 -1.800166
H -2.296542 -0.088148 -1.833959
H -4.032391 -0.708899 -1.925181
H -3.518111 0.859885 -2.671640
C 2.988507 -0.657318 -0.067383
H 3.216926 -0.111448 0.855737
H 3.775900 -1.414061 -0.209392
H 3.024441 0.051951 -0.897544
C 0.912459 -0.944703 -2.456017
H 1.273730 0.088203 -2.437326
H 1.659141 -1.558348 -2.976358
H -0.023637 -0.980890 -3.021971
C -1.454239 -2.865429 -1.456158
H -1.687026 -2.212207 -2.299189
H -1.146348 -3.840620 -1.856614
H -2.366040 -3.031184 -0.877817
C -0.949226 -3.487066 1.642952
H -2.004627 -3.423235 1.369377
H -0.644662 -4.540453 1.577564
H -0.850373 -3.180145 2.688093
C 1.852288 -2.269902 2.431465
H 1.138728 -2.493911 3.233252
H 2.529638 -3.133127 2.335120
H 2.459666 -1.404898 2.723197
C 2.013162 2.593136 -0.887320
C 0.778858 3.225433 -1.404975
C 3.230662 2.600242 -1.486307
C 0.788260 2.937003 -2.806243
H -0.149117 3.679369 -1.078911
C 3.239956 2.883423 -2.905401
H 4.078511 2.318365 -0.852911
C 2.003295 2.886435 -3.543672
H -0.128073 2.774107 -3.403018
H 4.159445 3.052411 -3.481966
H 1.917427 2.829832 -4.630418
C 1.375122 1.055129 4.311633
C 1.214784 1.324561 2.836137
O -0.005415 0.570235 2.323785
H 0.517590 1.442100 4.870816
H 2.263215 1.577008 4.673054
H 1.509476 -0.011993 4.521474
H 0.963470 2.358675 2.590515
H 2.053804 0.984942 2.220020
H -0.625176 0.417437 3.059177

Cartesian forces (eV/Å) of the 2 atoms listed first:
C 0.4 -0.6 -1.2
C 0.1 -1.1 0.1

Mulliken population analysis, charges in e, atoms 1 to 6: 0.6736, -0.0715, 1.2341, 0.5053, 1.0922, 0.2056

=====

No. 4
Formula: C23H36BF6N9O4S3V
Source: the Open Molecules 2025 dataset
Level of theory: wB97M-V/def2-TZVPD

Output
F_max, eV/A: 0.57
Highest occupied orbital energy (spin up / spin down), Ha: -0.662 / -0.662
Net charge: +3
HOMO-LUMO gap (spin up / spin down), eV: 5.67 / 5.65

Positions of all 83 atoms, in Å:
V 0.293201 -0.320811 -0.212838
C -0.122487 -0.148173 4.355642
C 1.064128 0.191530 3.446947
C 2.288874 0.557841 4.297024
C 0.760711 1.313266 2.494333
C 0.744515 2.668676 2.812982
C 0.533276 3.339277 1.625712
N 0.399378 2.447365 0.638484
N 0.532533 1.190494 1.162453
B 0.508906 2.692998 -0.879370
N -0.653988 2.044268 -1.628224
C -1.495449 2.604829 -2.493702
C -2.308261 1.621723 -3.023405
C -1.909004 0.424466 -2.437677
N -0.876538 0.694568 -1.579650
C -2.568349 -0.896678 -2.721621
C -2.496653 -1.203803 -4.222160
C -4.024460 -0.872831 -2.234866
N 1.745788 1.907318 -1.330707
C 2.853412 2.299109 -1.934512
C 3.690785 1.200015 -2.118521
C 3.043349 0.118522 -1.578059
N 1.796071 0.557616 -1.096116
C 3.620079 -1.253870 -1.473248
C 4.722301 -1.236371 -0.402134
C 4.172971 -1.716928 -2.826017
H 0.190922 -0.861332 5.117516
H -0.948666 -0.626473 3.817217
H -0.479558 0.736992 4.889396
H 1.316436 -0.689168 2.865235
H 2.062242 1.366870 4.991926
H 3.133954 0.861005 3.679425
H 2.591626 -0.304072 4.890278
H 0.930052 3.106260 3.779243
H 0.489838 4.395609 1.409674
H 0.591262 3.851637 -1.125032
H -1.458794 3.667551 -2.677616
H -3.079611 1.747223 -3.764319
H -2.055023 -1.682180 -2.184271
H -3.075501 -0.484063 -4.801207
H -2.919445 -2.188733 -4.415399
H -1.470120 -1.192534 -4.589837
H -4.586627 -0.070371 -2.715492
H -4.098645 -0.762319 -1.149439
H -4.514776 -1.811103 -2.492474
H 2.990228 3.336035 -2.203565
H 4.661724 1.201452 -2.583509
H 2.839887 -1.952556 -1.193324
H 5.537025 -0.585422 -0.719508
H 5.123543 -2.238615 -0.266427
H 4.357294 -0.878979 0.562101
H 4.997239 -1.082362 -3.151128
H 3.405359 -1.716165 -3.598589
H 4.562726 -2.729286 -2.728134
F 1.003200 -3.015667 3.447700
C 0.608316 -3.574399 2.324011
F -0.632593 -3.187878 2.020852
F 0.691165 -4.874571 2.378140
S 1.732651 -2.988185 0.954823
O 1.379384 -1.498360 0.817721
O 3.068310 -3.225240 1.321151
N 1.223439 -3.743824 -0.308555
S 0.396570 -3.159149 -1.483559
O -0.359483 -1.917176 -0.931691
O 1.046272 -2.880613 -2.706567
C -0.993029 -4.413397 -1.713515
F -0.441449 -5.592372 -1.750855
F -1.808156 -4.285211 -0.684501
F -1.593730 -4.112744 -2.838651
C -3.912362 2.909448 0.380204
N -3.084278 1.691855 0.350494
C -2.443114 1.087955 1.327401
S -1.756345 -0.517010 0.927300
N -2.344697 1.473625 2.576422
C -2.883033 2.666266 3.252996
H -4.470141 2.934775 -0.551613
H -3.297116 3.804433 0.442206
H -4.620860 2.873105 1.202715
H -3.069087 1.202126 -0.534410
H -1.851437 0.828123 3.180907
H -2.806120 3.542808 2.619925
H -2.276526 2.829269 4.139523
H -3.915432 2.502694 3.555932

Cartesian forces (eV/Å) of the 2 atoms listed first:
V -0.2 0.0 0.5
C 0.0 0.0 0.1

Mulliken population analysis, charges in e, atoms 1 to 6: -0.6635, -2.0132, 2.6708, -1.6647, -0.6713, -0.9878

=====

Q: Which of these has the lowest F_max?
A: C23H36BF6N9O4S3V

=====

Q: The lowest F_max belongs to which entry?
A: C23H36BF6N9O4S3V

=====

Please write out number 3 again, unchanged.
Formula: C23H35OTc
Source: the Open Molecules 2025 dataset
Level of theory: wB97M-V/def2-TZVPD

Output
Multiplicity: 4
F_max, eV/A: 4.52
Highest occupied orbital energy (spin up / spin down), Ha: -0.384 / -0.400
Net charge: +1
Energy above the lowest of the compared OMol25 structures with the same formula, charge and spin, kcal/mol: 80.9
HOMO-LUMO gap (spin up / spin down), eV: 7.43 / 7.21

Positions of all 60 atoms, in Å:
C 1.137739 -2.015843 1.144945
C 1.654560 -1.310856 0.007309
C 0.721502 -1.462884 -1.075244
C -0.371350 -2.279629 -0.616107
C -0.122435 -2.605453 0.773262
Tc -0.348726 -0.515690 0.568964
C -3.600308 0.965091 -0.531424
C -3.201485 0.505703 0.663306
H -3.350740 1.053496 1.635017
C -2.388362 -0.747557 0.865090
H -2.894936 -1.620821 0.416229
H -2.395709 -0.928618 1.961280
C -4.060219 2.381568 -0.665151
H -3.469632 2.990398 0.040748
H -3.831505 2.751688 -1.677713
H -5.156563 2.497109 -0.506023
C -3.379291 0.190405 -1.800166
H -2.296542 -0.088148 -1.833959
H -4.032391 -0.708899 -1.925181
H -3.518111 0.859885 -2.671640
C 2.988507 -0.657318 -0.067383
H 3.216926 -0.111448 0.855737
H 3.775900 -1.414061 -0.209392
H 3.024441 0.051951 -0.897544
C 0.912459 -0.944703 -2.456017
H 1.273730 0.088203 -2.437326
H 1.659141 -1.558348 -2.976358
H -0.023637 -0.980890 -3.021971
C -1.454239 -2.865429 -1.456158
H -1.687026 -2.212207 -2.299189
H -1.146348 -3.840620 -1.856614
H -2.366040 -3.031184 -0.877817
C -0.949226 -3.487066 1.642952
H -2.004627 -3.423235 1.369377
H -0.644662 -4.540453 1.577564
H -0.850373 -3.180145 2.688093
C 1.852288 -2.269902 2.431465
H 1.138728 -2.493911 3.233252
H 2.529638 -3.133127 2.335120
H 2.459666 -1.404898 2.723197
C 2.013162 2.593136 -0.887320
C 0.778858 3.225433 -1.404975
C 3.230662 2.600242 -1.486307
C 0.788260 2.937003 -2.806243
H -0.149117 3.679369 -1.078911
C 3.239956 2.883423 -2.905401
H 4.078511 2.318365 -0.852911
C 2.003295 2.886435 -3.543672
H -0.128073 2.774107 -3.403018
H 4.159445 3.052411 -3.481966
H 1.917427 2.829832 -4.630418
C 1.375122 1.055129 4.311633
C 1.214784 1.324561 2.836137
O -0.005415 0.570235 2.323785
H 0.517590 1.442100 4.870816
H 2.263215 1.577008 4.673054
H 1.509476 -0.011993 4.521474
H 0.963470 2.358675 2.590515
H 2.053804 0.984942 2.220020
H -0.625176 0.417437 3.059177

Cartesian forces (eV/Å) of the 2 atoms listed first:
C 0.4 -0.6 -1.2
C 0.1 -1.1 0.1

Mulliken population analysis, charges in e, atoms 1 to 6: 0.6736, -0.0715, 1.2341, 0.5053, 1.0922, 0.2056